[1]
Density functional theory data (ωB97M-V/def2-TZVPD) for an isolated molecule of C4H4N2OS.

Geometry as XYZ:
```
12
Properties=species:S:1:pos:R:3:mulliken_charge:R:1
C -1.14542 -0.52289 0.55821 0.480
C 1.22375 -1.35121 -0.01475 -0.166
C 1.58938 -0.22715 -0.62682 -0.413
C 0.18346 1.32270 0.70260 -0.098
H -0.91106 -2.18906 -0.00999 0.246
H 1.95500 -2.03064 0.43002 0.344
H 2.54116 -0.18855 -1.12682 0.418
H 1.00252 1.95031 1.35141 0.338
N -0.28789 -1.44527 0.03301 -0.159
N -0.47295 0.50699 1.39566 -0.289
O -2.37009 -0.63276 0.66125 -0.586
S 0.53700 1.17246 -1.22817 -0.115
```

Energy relative to the best compared isomer or geometry (same formula, charge and spin) = 289.4 kJ/mol
SMILES = O=C1N=CSC=CN1
Charge = 0
F_max = 3.833 eV/Å


[2]
Density functional theory data (ωB97M-V/def2-TZVPD) for a structure of composition C22H45Br3IN6O11PS3.

Geometry as XYZ:
```
92
Properties=species:S:1:pos:R:3:mulliken_charge:R:1
C 1.76703 -1.72186 4.92831 -1.536
C 1.07129 -2.26965 3.66059 -0.606
C 1.70802 -1.78572 2.34478 -0.118
S 3.47830 -2.48846 2.34347 1.661
C 3.69892 -3.73183 3.60894 -1.268
O 4.36161 -1.43036 2.74377 -0.614
O 3.75646 -3.09045 1.06468 -0.616
O 1.85395 -0.39036 2.63885 -0.318
S 2.28157 0.76212 1.61820 1.242
O 1.97172 1.97101 2.30878 -0.716
O 3.61323 0.64015 1.14607 -0.550
C 1.17089 0.48385 0.23090 1.607
C 1.44284 1.47517 -0.92469 -0.612
C 2.83640 1.96416 -1.32366 -0.918
C 3.13633 3.34380 -0.72664 -1.091
I 2.16945 4.90276 -1.84286 -0.053
O -0.20904 0.68767 0.49325 0.754
C -0.65953 1.68255 1.40677 -1.259
C -2.10760 2.06965 1.08785 0.713
C -2.98939 0.89711 0.67108 -0.571
C -2.65702 2.87204 2.28488 0.574
C -2.90641 2.02438 3.54250 -1.436
C -3.93873 3.60902 1.87554 -1.823
C 1.18976 -1.05040 -0.17491 -0.993
P 2.53960 -1.54797 -1.39179 0.116
O 2.61033 -3.13103 -1.44383 -0.325
O 3.97603 -1.09681 -0.88937 -0.502
S 2.20792 -0.88072 -3.18544 -0.391
C 0.83495 -2.04451 1.02629 1.200
Br -1.08606 -1.78282 1.58648 0.016
C 0.68663 -3.50162 0.51877 -0.543
Br 1.30297 -4.97522 1.53144 -0.054
C -0.00506 -3.80429 -0.57079 0.716
C -0.69415 -2.82593 -1.46264 -0.694
Br -0.22566 -5.57669 -1.17067 -0.214
H 1.36024 -0.75194 5.19371 0.381
H 2.84537 -1.63231 4.84765 0.384
H 1.54552 -2.40914 5.74494 0.390
H 0.08022 -1.84140 3.72373 0.422
H 0.95338 -3.34344 3.69319 0.478
H 2.79621 -4.23649 3.92170 0.366
H 4.17247 -3.25501 4.45841 0.448
H 4.38285 -4.44532 3.15512 0.404
H 0.91976 1.04117 -1.77542 -0.065
H 0.85862 2.36365 -0.67654 0.221
H 3.66988 1.32453 -1.06594 0.080
H 2.84648 2.08440 -2.40610 0.521
H 2.81621 3.42958 0.30652 0.397
H 4.19258 3.57553 -0.81004 0.586
H -0.57965 1.34036 2.44064 0.051
H -0.07212 2.59476 1.30787 0.361
H -2.08215 2.74014 0.22339 0.402
H -3.17393 0.18849 1.47417 -0.018
H -3.95959 1.27835 0.34425 0.580
H -2.55624 0.35784 -0.16944 -0.768
H -1.89558 3.61937 2.52502 0.514
H -3.77168 2.41755 4.07653 0.480
H -2.06846 2.07158 4.23724 0.323
H -3.09704 0.97716 3.32252 0.220
H -4.78616 2.92401 1.92317 0.396
H -4.14654 4.42130 2.57045 0.471
H -3.84695 4.00197 0.86409 0.378
H 0.32020 -1.02187 -0.83032 -0.571
H 3.47025 -3.44362 -1.12722 0.407
H 4.40439 -0.66281 -1.64254 0.378
H -1.37396 -3.29899 -2.16310 0.696
H -1.24343 -2.04815 -0.94403 -0.240
H 0.04987 -2.32828 -2.09006 0.046
C 0.89352 7.92528 -4.39561 0.603
O 0.86006 7.34126 -3.32767 -0.574
N 0.64224 9.26618 -4.50377 -0.413
N 1.18753 7.28475 -5.56904 -0.365
H 0.66609 9.76649 -5.37088 0.155
H 0.42683 9.75984 -3.65869 0.219
H 1.38145 6.30250 -5.51618 0.211
H 1.22401 7.74439 -6.45796 0.165
C -1.87884 0.53566 -3.17648 0.528
O -1.15398 -0.20467 -2.53022 -0.354
N -1.41493 1.22124 -4.26074 -0.434
N -3.19492 0.73237 -2.86329 -0.387
H -1.98009 1.83803 -4.81150 0.156
H -0.44969 1.08942 -4.50180 0.224
H -3.55744 0.24289 -2.06711 0.242
H -3.80203 1.33710 -3.38206 0.157
C -4.37225 -7.59038 -1.16567 0.533
O -5.50794 -7.66932 -1.59731 -0.650
N -3.87345 -8.48199 -0.24997 -0.342
N -3.49831 -6.61170 -1.55172 -0.204
H -2.94326 -8.43354 0.11855 0.161
H -4.48573 -9.21338 0.05610 0.203
H -3.82962 -5.94210 -2.21970 0.162
H -2.55781 -6.53202 -1.20581 0.109
```

Charge = 0
DFT total energy = -315031.553 eV
F_max = 1.513 eV/Å